1.
# C12H12BIrN9O7S2

C12H12BIrN9O7S2 as an isolated structure in a non-equilibrium geometry (wB97M-V/def2-TZVPD, the Open Molecules 2025 dataset).

ORCA input file:
```
! RIJCOSX wB97M-V def2-TZVPD def2/J DEFGRID3
* xyz 1 5
Ir -0.925 -1.551 0.167
C 2.735 -0.706 1.976
C 1.690 -1.576 1.701
N 0.804 -0.944 0.928
N 1.241 0.310 0.688
C 2.414 0.468 1.318
B 0.421 1.288 -0.221
N -0.997 1.403 0.445
C -1.752 2.423 0.882
C -2.899 1.931 1.473
C -2.790 0.556 1.358
N -1.654 0.251 0.730
N 0.211 0.563 -1.583
C 0.554 0.889 -2.835
C 0.210 -0.155 -3.678
C -0.346 -1.118 -2.850
N -0.349 -0.666 -1.591
N 1.206 2.554 -0.414
C 1.033 3.881 -0.127
C 2.137 4.552 -0.560
C 2.964 3.549 -1.111
N 2.413 2.353 -1.025
H 3.611 -0.905 2.569
H 1.525 -2.596 2.011
H 2.959 1.394 1.240
H -1.454 3.443 0.753
H -3.697 2.494 1.926
H -3.453 -0.216 1.715
H 1.031 1.830 -3.050
H 0.357 -0.209 -4.743
H -0.736 -2.098 -3.086
H 0.167 4.275 0.370
H 2.329 5.609 -0.487
H 3.940 3.657 -1.563
O -0.447 -4.622 1.558
S -0.683 -4.628 -0.083
O -0.083 -5.751 -0.681
O -0.046 -3.322 -0.496
O -2.133 -4.524 -0.160
O -1.788 -4.143 3.646
S -1.775 -3.847 2.244
N -1.317 -2.330 1.890
O -2.756 -2.084 -0.724
O -3.869 -1.682 -0.520
*
```

natural (NBO) population analysis, charges in e, atoms 1 to 8: 1.236 -0.318 0.020 -0.234 -0.319 0.056 0.926 -0.306


2.
# C29H84O13

A 13-piece molecular cluster, C29H84O13 overall in a non-equilibrium geometry (wB97M-V/def2-TZVPD, the Open Molecules 2025 dataset).

ORCA input file:
```
! RIJCOSX wB97M-V def2-TZVPD def2/J DEFGRID3
* xyz 0 1
C 3.413 4.720 5.394
C 3.055 5.181 3.972
C 4.281 5.720 3.290
O 2.804 4.106 3.191
H 3.761 5.513 6.056
H 4.113 3.897 5.248
H 2.525 4.285 5.852
H 2.248 5.911 4.041
H 3.878 6.210 2.403
H 5.049 4.973 3.092
H 4.801 6.480 3.874
H 2.760 4.454 2.298
C 6.430 -0.177 3.405
C 6.981 -0.606 2.045
C 7.118 0.575 1.048
O 8.213 -1.245 2.270
H 5.900 -0.975 3.924
H 5.649 0.572 3.272
H 7.178 0.207 4.098
H 6.279 -1.298 1.581
H 7.611 0.305 0.114
H 7.702 1.376 1.503
H 6.148 0.946 0.718
H 8.515 -1.733 1.501
C -3.399 5.508 3.257
C -4.632 5.685 2.393
C -4.702 4.617 1.315
O -5.741 5.676 3.265
H -3.534 4.926 4.168
H -2.940 6.460 3.526
H -2.678 4.934 2.675
H -4.581 6.652 1.893
H -4.003 4.757 0.491
H -5.694 4.634 0.862
H -4.453 3.700 1.849
H -6.525 5.677 2.711
C -0.070 -6.797 -5.065
C -0.991 -5.574 -4.989
C -0.454 -4.475 -4.063
O -1.092 -5.027 -6.287
H -0.561 -7.504 -5.734
H 0.081 -7.375 -4.153
H 0.880 -6.525 -5.524
H -1.952 -6.021 -4.735
H 0.424 -3.991 -4.491
H -0.135 -4.921 -3.121
H -1.187 -3.692 -3.872
H -0.311 -4.510 -6.495
C 5.770 -2.678 -4.509
C 5.960 -1.191 -4.946
C 7.387 -0.807 -5.105
O 5.329 -1.112 -6.199
H 4.751 -2.978 -4.266
H 6.341 -2.916 -3.612
H 6.155 -3.354 -5.273
H 5.474 -0.619 -4.155
H 7.542 0.272 -5.105
H 7.908 -1.345 -5.897
H 7.899 -1.136 -4.201
H 5.964 -1.507 -6.801
C -5.285 0.227 -3.829
C -5.268 -0.231 -5.310
C -6.483 -1.104 -5.627
O -5.370 0.987 -6.103
H -4.316 0.620 -3.520
H -5.506 -0.597 -3.151
H -6.000 1.011 -3.579
H -4.341 -0.754 -5.545
H -6.449 -2.077 -5.137
H -6.572 -1.277 -6.699
H -7.331 -0.519 -5.271
H -5.789 0.748 -6.933
C -0.413 0.638 0.694
C 0.751 -0.331 0.771
C 1.731 -0.076 -0.357
O 1.478 -0.137 1.978
H -0.952 0.546 -0.249
H -0.118 1.684 0.605
H -1.085 0.582 1.551
H 0.535 -1.395 0.680
H 2.588 -0.749 -0.313
H 2.058 0.964 -0.376
H 1.302 -0.269 -1.340
H 1.685 0.798 2.042
C -7.469 -0.257 2.389
C -7.968 0.195 3.740
C -9.516 0.283 3.841
O -7.490 -0.641 4.713
H -6.381 -0.218 2.445
H -7.769 0.461 1.625
H -7.820 -1.255 2.127
H -7.564 1.183 3.961
H -9.923 0.786 2.964
H -9.833 0.682 4.804
H -9.936 -0.720 3.763
H -7.898 -0.258 5.493
C -3.396 -3.865 4.754
O -4.757 -4.172 4.634
H -2.891 -4.827 4.849
H -3.009 -3.260 3.934
H -3.256 -3.253 5.645
H -5.247 -3.356 4.753
C 3.556 -6.329 0.839
O 3.578 -7.543 1.514
H 3.940 -6.427 -0.176
H 2.506 -6.037 0.826
H 4.090 -5.545 1.376
H 2.987 -8.163 1.079
C 0.558 6.314 -0.896
O 1.517 5.286 -1.175
H -0.431 5.956 -1.182
H 0.718 6.695 0.112
H 0.778 7.102 -1.617
H 1.256 5.051 -2.068
C 0.191 1.678 -5.127
O 0.176 3.020 -4.640
H 1.176 1.211 -5.107
H -0.455 1.049 -4.516
H -0.182 1.700 -6.151
H -0.720 3.362 -4.589
C 2.055 -3.944 5.405
O 1.121 -2.973 5.688
H 2.550 -4.322 6.300
H 1.562 -4.820 4.984
H 2.847 -3.624 4.728
H 1.250 -2.335 4.982
*
```

Löwdin population analysis, charges in e, atoms 1 to 8: -0.044 -0.558 -0.072 -0.039 0.081 0.082 0.074 0.136


3.
# C2H2N4O

One molecule with the formula C2H2N4O in a non-equilibrium geometry (wB97M-V/def2-TZVPD, the Open Molecules 2025 dataset).

SMILES string ... Oc1ncnnn1

ORCA input file:
```
! RIJCOSX wB97M-V def2-TZVPD def2/J DEFGRID3
* xyz 0 1
C 0.630 0.416 0.273
C -0.449 -1.120 -0.711
H 1.646 1.573 1.095
H -0.583 -2.098 -1.309
N 0.683 -0.701 -0.487
N -1.597 -0.408 -0.559
N -1.693 0.598 0.288
N -0.475 0.946 0.692
O 1.837 0.794 0.719
*
```

natural (NBO) population analysis, charges in e, atoms 1 to 8: 0.642 0.256 0.482 0.197 -0.427 -0.276 0.095 -0.372


4.
# C42H78ClF9N2O10PS2

A 8-piece molecular cluster, C42H78ClF9N2O10PS2 overall in a non-equilibrium geometry (wB97M-V/def2-TZVPD, the Open Molecules 2025 dataset).

ORCA input file:
```
! RIJCOSX wB97M-V def2-TZVPD def2/J DEFGRID3
* xyz 1 1
C 7.426 0.925 -0.184
C 6.078 1.764 0.162
O 6.053 2.928 -0.702
C 4.725 3.530 -0.728
C 4.884 5.057 -1.234
O 4.238 6.023 -0.372
C 2.792 5.860 -0.389
C 2.138 6.224 -1.828
O 0.740 6.592 -1.756
C -0.126 5.609 -2.333
C -1.017 4.931 -1.183
N -1.885 3.797 -1.434
C -2.571 3.293 -0.282
C -3.561 2.046 -0.162
C -2.865 0.962 0.795
C -2.166 -0.267 -0.007
F -3.156 -0.849 -0.831
F -1.929 -1.246 1.036
C -0.741 0.056 -0.627
F 0.159 -0.982 -0.217
F -0.239 1.237 0.026
S -0.545 0.273 -2.461
F -2.002 1.042 -2.687
F 0.193 1.775 -2.174
F 1.008 -0.393 -2.341
F -1.112 -1.232 -2.858
F -0.223 0.523 -4.089
N -2.125 4.212 0.761
P -2.601 4.238 2.474
S -4.162 5.387 2.805
C -1.170 5.230 0.320
Cl -0.319 6.528 1.240
H 7.829 0.363 0.735
H 7.144 0.194 -1.029
H 8.190 1.695 -0.541
H 6.147 2.109 1.262
H 5.144 1.106 0.033
H 4.286 3.473 0.328
H 4.115 2.914 -1.493
H 6.018 5.282 -1.183
H 4.599 5.132 -2.339
H 2.448 4.850 0.026
H 2.388 6.657 0.345
H 2.705 7.171 -2.180
H 2.394 5.410 -2.584
H -0.869 6.085 -3.083
H 0.395 4.762 -2.892
H -1.918 3.472 -2.409
H -4.494 2.438 0.402
H -3.945 1.646 -1.157
H -2.174 1.409 1.591
H -3.721 0.456 1.388
H -1.515 4.868 3.192
H -2.796 2.902 2.950
C -2.123 -4.985 1.862
C -2.453 -6.153 2.764
C -2.057 -5.620 4.127
O -2.260 -4.200 4.092
C -2.487 -3.800 2.735
H -2.663 -4.997 0.913
H -1.050 -4.975 1.645
H -3.530 -6.349 2.739
H -1.933 -7.075 2.499
H -0.996 -5.802 4.332
H -2.647 -6.056 4.936
H -3.547 -3.543 2.634
H -1.891 -2.915 2.509
C -2.014 -2.738 8.359
C -2.480 -2.718 6.919
C -3.986 -2.650 7.076
O -4.244 -1.942 8.296
C -3.016 -1.817 9.026
H -0.981 -2.411 8.491
H -2.108 -3.750 8.765
H -2.114 -1.812 6.424
H -2.151 -3.580 6.339
H -4.421 -3.651 7.170
H -4.472 -2.136 6.243
H -2.696 -0.771 8.966
H -3.185 -2.069 10.076
C 4.916 -3.449 -2.639
C 5.300 -4.207 -1.388
C 5.874 -3.107 -0.517
O 5.187 -1.897 -0.870
C 4.440 -2.126 -2.073
H 4.157 -3.952 -3.242
H 5.801 -3.292 -3.265
H 4.404 -4.626 -0.919
H 6.005 -5.021 -1.567
H 6.940 -2.957 -0.717
H 5.743 -3.306 0.549
H 3.378 -2.168 -1.805
H 4.593 -1.294 -2.764
C -1.736 -0.565 -6.580
C -2.202 -0.545 -8.018
C -3.708 -0.479 -7.858
O -3.963 0.229 -6.635
C -2.736 0.352 -5.911
H -0.704 -0.237 -6.448
H -1.829 -1.578 -6.174
H -1.838 0.362 -8.514
H -1.872 -1.407 -8.600
H -4.141 -1.480 -7.763
H -4.197 0.035 -8.688
H -2.415 1.399 -5.971
H -2.902 0.097 -4.862
C 9.627 -7.786 -2.302
C 9.161 -7.773 -3.741
C 7.656 -7.685 -3.585
O 7.406 -6.964 -2.370
C 8.637 -6.848 -1.642
H 10.664 -7.471 -2.173
H 9.521 -8.794 -1.887
H 9.538 -6.876 -4.244
H 9.480 -8.645 -4.315
H 7.209 -8.680 -3.482
H 7.177 -7.172 -4.422
H 8.970 -5.807 -1.711
H 8.466 -7.090 -0.590
C -3.632 8.610 7.028
C -4.392 7.315 7.215
C -4.128 6.601 5.905
O -2.835 7.030 5.452
C -2.418 8.152 6.244
H -3.372 9.106 7.964
H -4.226 9.305 6.425
H -3.958 6.747 8.045
H -5.455 7.454 7.417
H -4.861 6.884 5.142
H -4.137 5.513 6.010
H -1.620 7.812 6.912
H -2.019 8.933 5.593
C -5.230 -1.622 -3.020
C -5.707 -1.610 -4.456
C -7.211 -1.547 -4.287
O -7.462 -0.835 -3.066
C -6.231 -0.703 -2.348
H -4.198 -1.291 -2.896
H -5.317 -2.633 -2.609
H -5.348 -0.705 -4.956
H -5.378 -2.474 -5.036
H -7.643 -2.548 -4.186
H -7.705 -1.038 -5.118
H -5.914 0.346 -2.415
H -6.391 -0.952 -1.296
*
```

Löwdin population analysis, charges in e, atoms 1 to 8: -0.076 -0.262 -0.215 -0.177 -0.162 -0.165 -0.186 -0.158


5.
# C23H16Br2N2O5PtSe

C23H16Br2N2O5PtSe as an isolated structure (wB97M-V/def2-TZVPD, the Open Molecules 2025 dataset).

ORCA input file:
```
! RIJCOSX wB97M-V def2-TZVPD def2/J DEFGRID3
* xyz 0 1
Pt -0.307 0.185 -0.618
C 0.244 -2.468 -2.849
C -0.521 -2.777 -1.603
C -0.967 -4.102 -1.408
C -1.696 -4.452 -0.315
C -2.044 -3.467 0.629
C -2.837 -3.689 1.780
Br -3.479 -5.425 2.170
C -3.158 -2.660 2.614
C -2.709 -1.357 2.342
Br -3.186 0.042 3.497
C -1.930 -1.083 1.240
O -1.501 0.127 0.941
C -1.582 -2.162 0.388
N -0.798 -1.839 -0.706
H 0.256 -3.342 -3.497
H 1.264 -2.174 -2.617
H -0.220 -1.639 -3.381
H -0.713 -4.838 -2.158
H -2.030 -5.470 -0.173
H -3.767 -2.834 3.490
N 1.121 0.077 -1.763
C 2.147 1.018 -1.924
C 2.861 0.877 -3.267
C 2.350 0.101 -4.293
C 3.006 0.046 -5.519
C 4.169 0.771 -5.717
C 4.675 1.560 -4.689
C 4.021 1.618 -3.471
C 3.039 0.540 -0.760
C 2.851 0.968 0.552
C 3.672 0.485 1.560
C 4.653 -0.454 1.280
C 4.813 -0.916 -0.020
C 4.007 -0.427 -1.033
H 1.440 -0.463 -4.142
H 2.600 -0.561 -6.318
H 4.680 0.729 -6.670
H 5.578 2.137 -4.840
H 4.407 2.240 -2.672
H 2.099 1.691 0.811
H 3.534 0.848 2.570
H 5.287 -0.830 2.072
H 5.567 -1.658 -0.249
H 4.138 -0.793 -2.044
O 1.754 2.401 -1.970
Se 0.805 3.314 -0.811
O 1.753 3.862 0.345
O -0.198 2.131 -0.192
O 0.001 4.341 -1.712
*
```

natural (NBO) population analysis, charges in e, atoms 1 to 8: 1.192 -0.660 0.303 -0.258 -0.092 -0.141 -0.075 0.073


6.
# C5H10O2

C5H10O2 as an isolated structure in a non-equilibrium geometry (wB97M-V/def2-TZVPD, the Open Molecules 2025 dataset).

ORCA input file:
```
! RIJCOSX wB97M-V def2-TZVPD def2/J DEFGRID3
* xyz 0 1
C 0.189 0.326 0.649
C -1.229 0.599 -0.233
C 1.173 0.162 -0.366
C -2.494 -0.048 0.241
C 1.656 -1.199 -0.746
O -0.571 1.484 0.660
O 2.183 0.722 1.078
H 2.141 1.687 1.101
H 0.071 -0.394 1.450
H -1.219 0.959 -1.258
H 1.205 0.946 -1.120
H -2.769 -0.866 -0.425
H -2.388 -0.439 1.253
H -3.316 0.676 0.252
H 2.714 -1.141 -1.000
H 1.549 -1.903 0.076
H 1.107 -1.570 -1.613
*
```

natural (NBO) population analysis, charges in e, atoms 1 to 8: 0.122 0.013 0.124 -0.645 -0.658 -0.502 -0.860 0.456


7.
# C33H57CoFN2O2Si

C33H57CoFN2O2Si as an isolated structure in a non-equilibrium geometry (wB97M-V/def2-TZVPD, the Open Molecules 2025 dataset).

ORCA input file:
```
! RIJCOSX wB97M-V def2-TZVPD def2/J DEFGRID3
* xyz 0 4
O 2.056 -1.962 -1.716
O -1.660 -2.528 -3.953
C 3.488 -2.182 -1.859
C 3.935 -3.252 -0.895
H 3.938 -1.194 -1.689
H 3.618 -2.469 -2.923
H 3.815 -2.862 0.116
H 4.983 -3.444 -1.095
H 3.359 -4.161 -1.023
C 1.168 -3.122 -1.729
C 1.433 -4.232 -2.730
H 0.139 -2.739 -1.887
H 1.232 -3.552 -0.705
H 1.046 -4.028 -3.734
H 0.870 -5.090 -2.364
H 2.473 -4.548 -2.805
C -3.064 -2.356 -4.129
C -0.864 -1.827 -4.918
C -3.796 -3.285 -3.174
H -3.416 -2.573 -5.163
H -3.308 -1.302 -3.898
H -3.535 -4.327 -3.393
H -4.875 -3.165 -3.289
H -3.524 -3.056 -2.134
C -1.012 -2.375 -6.331
H 0.171 -1.943 -4.578
H -1.106 -0.756 -4.899
H -0.835 -3.460 -6.331
H -0.299 -1.908 -7.029
H -2.027 -2.194 -6.709
H -2.131 -0.333 0.520
N 1.695 1.339 1.947
C 1.812 2.461 2.670
C 0.802 3.441 2.703
C -0.582 3.266 2.521
C 3.076 2.627 3.455
H 3.955 2.742 2.802
H 3.247 1.759 4.115
H 2.963 3.530 4.063
C -1.522 4.372 2.933
H -1.948 4.198 3.935
H -2.353 4.501 2.225
H -0.973 5.318 2.965
N -1.103 2.122 2.053
C 2.667 0.303 1.860
C 3.861 0.502 1.128
C 4.008 1.627 0.146
C 4.930 -0.343 1.411
H 5.896 -0.131 0.934
C 4.786 -1.386 2.323
H 5.654 -2.003 2.586
C 3.549 -1.658 2.914
H 3.423 -2.477 3.619
C 2.445 -0.844 2.646
C 1.134 -1.095 3.317
C -2.431 1.755 2.414
C -3.549 1.949 1.567
C -3.504 2.752 0.312
C -4.782 1.392 1.912
H -5.609 1.487 1.206
C -4.951 0.710 3.117
H -5.897 0.249 3.366
C -3.889 0.658 4.023
H -3.985 0.180 4.996
C -2.651 1.202 3.698
C -1.563 1.216 4.721
Co 0.280 1.041 0.911
H 3.645 1.341 -0.855
H 5.075 1.886 0.056
H 3.470 2.527 0.479
H 0.941 -0.353 4.109
H 1.194 -2.078 3.800
H 0.259 -1.097 2.641
H -4.335 3.479 0.314
H -3.661 2.109 -0.570
H -2.574 3.314 0.199
H -0.633 0.791 4.322
H -1.885 0.610 5.575
H -1.349 2.236 5.080
H 1.103 4.410 3.095
C -1.999 -0.412 -0.594
Si -0.834 0.977 -1.348
H -1.549 -1.394 -0.818
H -3.030 -0.330 -0.930
C 0.881 0.538 -2.043
C -0.176 2.712 -0.696
C -1.865 1.493 -2.850
H -2.515 0.677 -3.198
H -1.198 1.782 -3.677
H -2.491 2.359 -2.598
H 1.224 -0.401 -1.600
H 1.673 1.280 -1.864
H 0.820 0.376 -3.126
H 0.363 2.762 0.284
H -0.981 3.452 -0.653
H 0.559 3.064 -1.439
F -1.291 -0.648 1.838
*
```

Löwdin population analysis, charges in e, atoms 1 to 8: -0.261 -0.179 -0.226 -0.069 0.114 0.118 0.067 0.081


| no. | E_tot (eV) |
| --- | --- |
| 1 | -65556.87375 |
| 2 | -58047.03522 |
| 3 | -10111.30829 |
| 4 | -136194.92755 |
| 5 | -246001.83584 |
| 6 | -9438.15582 |
| 7 | -90440.38207 |